(1)
# C48H53AsGeN3O2ReTe

A molecular structure, C48H53AsGeN3O2ReTe (ωB97M-V/def2-TZVPD, the Open Molecules 2025 dataset).

Last column: Mulliken spin population.
Positions of all 110 atoms, in Å:
C1 1.870 -1.874 -4.766  0.000
C2 -4.536 -0.652 4.717  0.000
H1 -1.553 1.802 4.691  -0.002
C3 -4.437 -4.415 0.538  0.000
H2 4.813 -4.385 -4.451  0.000
C4 -2.548 2.485 0.848  0.068
C5 -2.156 -0.261 4.536  -0.001
C6 4.296 -3.286 -2.105  0.005
C7 3.390 -3.479 -5.775  0.000
H3 3.364 -2.328 2.208  0.000
C8 1.687 -4.403 5.185  0.000
H4 -0.107 -1.294 -5.404  0.000
N1 0.849 0.409 0.256  -0.316
H5 5.448 3.582 -1.170  0.000
C9 2.038 -4.374 1.388  -0.017
C10 -2.388 1.109 4.676  0.003
H6 4.483 5.325 0.283  0.000
As1 -2.552 1.932 -0.985  0.005
Re1 -0.751 -0.479 0.603  1.365
H7 -0.889 3.529 -1.891  0.000
C11 -4.753 0.712 4.864  -0.001
H8 -4.358 -5.380 0.043  0.000
H9 -5.372 -1.338 4.755  0.000
H10 0.257 -6.297 -0.764  0.000
C12 2.451 -2.175 -3.515  0.011
C13 0.095 -2.597 4.972  0.004
H11 1.178 -5.940 6.593  0.000
C14 1.957 1.909 6.286  0.000
H12 -4.343 -2.441 -2.285  0.000
H13 1.991 2.278 7.303  0.000
C15 -0.711 -3.210 5.931  -0.003
C16 2.366 -2.544 -5.874  -0.001
H14 2.632 -4.858 4.918  0.000
H15 3.225 -4.090 -7.831  0.000
Te1 1.310 -1.572 -1.925  0.074
O1 2.492 -0.169 -1.198  -0.011
H16 -3.848 2.654 4.977  0.000
H17 4.015 -2.588 -1.322  -0.001
C17 1.871 0.962 3.681  -0.006
C18 2.622 1.995 -0.204  0.004
H18 -5.757 1.087 5.015  0.000
C19 1.300 -3.203 4.611  -0.002
C20 1.481 -3.145 -0.556  -0.088
H19 4.046 -5.255 -6.779  0.000
H20 -4.693 0.697 -0.764  0.000
H21 -4.972 2.363 -1.310  0.000
H22 -2.505 4.274 -1.780  0.000
C21 -3.245 -1.135 4.549  -0.002
H23 1.948 -2.319 -6.849  0.000
H24 -3.785 -4.385 1.406  0.000
N2 -4.022 -3.364 -0.422  0.006
O2 -1.529 0.576 -1.165  0.004
H25 1.849 0.602 2.657  0.019
H26 -5.779 -3.202 -1.553  0.000
C22 0.800 -0.838 -5.005  0.000
C23 -4.346 1.480 -1.437  0.000
H27 -3.092 -2.203 4.440  0.000
H28 1.160 -0.127 -5.748  0.000
C24 1.014 0.959 5.927  0.000
C25 0.961 0.474 4.617  0.001
H29 3.533 2.270 3.311  0.000
H30 -1.525 2.669 1.178  -0.017
H31 2.331 4.945 1.433  0.000
C26 -0.321 -4.412 6.509  0.000
H32 -3.118 3.410 0.942  0.002
H33 -2.133 3.156 -3.114  0.000
H34 0.324 0.591 6.679  0.001
H35 -4.397 1.148 -2.472  0.000
C27 -3.111 -2.528 -0.106  0.010
H36 4.170 -4.303 -1.729  0.000
C28 2.863 2.382 5.345  -0.001
H37 0.327 -4.208 -2.056  0.001
H38 4.253 1.450 -1.503  0.000
C29 2.819 -2.000 1.325  0.018
C30 1.923 0.721 -0.355  0.091
H39 2.113 -1.229 1.644  0.011
H40 1.963 -2.713 3.903  0.001
Ge1 -0.349 -0.884 4.244  -0.003
C31 3.958 4.390 0.145  0.003
H41 -3.016 1.726 1.480  -0.017
C32 3.972 -3.705 -4.526  0.000
H42 5.358 -3.134 -2.298  0.000
C33 -0.429 -0.948 2.236  -0.323
N3 -2.290 -1.783 0.267  -0.007
H43 2.517 -4.440 2.357  0.000
C34 0.757 -5.428 -0.357  0.002
H44 1.367 -6.403 1.452  0.000
C35 0.798 -4.245 -1.075  0.053
C36 4.504 3.410 -0.674  -0.001
C37 -4.710 -3.299 -1.728  0.000
C38 1.383 -5.485 0.879  0.005
C39 2.079 2.979 0.627  -0.009
H45 4.872 -3.789 -7.279  0.000
C40 2.745 4.178 0.793  -0.001
C41 3.837 2.210 -0.858  0.001
C42 -3.680 1.593 4.841  0.001
C43 -1.954 3.379 -2.064  0.001
C44 3.537 -3.066 -3.381  -0.002
C45 2.110 -3.167 0.693  0.055
C46 0.872 -5.010 6.133  0.000
H46 -0.943 -4.875 7.263  0.000
C47 2.821 1.908 4.042  0.001
H47 -4.507 -4.216 -2.278  0.000
H48 3.537 -1.531 0.655  -0.004
C48 3.902 -4.195 -6.987  0.000
H49 0.526 -0.247 -4.129  0.001
H50 -5.467 -4.227 0.835  0.000
H51 1.152 2.794 1.154  0.008
H52 3.606 3.114 5.633  0.000
H53 -1.633 -2.744 6.256  0.000

Values from the calculation:
E_LUMO (alpha / beta): -9.165 / -9.479 eV
net charge: +3
spin multiplicity: 2
total energy: -185952.2274 eV
energy above the lowest of the compared OMol25 structures with the same formula, charge and spin: 53.4 kJ/mol
HOMO (alpha / beta): -15.09 / -15.10 eV

(2)
# C48H54BN15O3S6Ti

A molecular structure, C48H54BN15O3S6Ti (ωB97M-V/def2-TZVPD, the Open Molecules 2025 dataset).

Last column: Löwdin charge in e.
Positions of all 128 atoms, in Å:
H1 -0.496 4.908 0.174  0.074
C1 5.156 -3.001 3.679  -0.056
H2 -5.855 -3.402 1.626  0.088
S1 -1.281 1.119 1.744  0.856
H3 4.861 0.428 3.865  0.042
N1 1.094 -0.981 4.297  0.033
H4 -0.401 3.162 0.198  0.030
C2 -0.634 4.029 0.807  -0.106
C3 0.056 5.529 2.646  -0.035
H5 -5.701 -2.847 3.290  0.085
N2 -3.094 -2.002 3.005  0.006
C4 4.539 -1.645 3.332  -0.546
N3 -1.923 0.912 -1.920  -0.106
H6 -4.756 -0.909 3.868  0.106
C5 -0.507 3.531 -5.769  -0.056
C6 -3.568 -4.394 2.631  -0.047
C7 2.200 -0.645 3.581  -0.642
C8 -5.336 -2.696 2.273  -0.060
H7 -3.871 -4.505 3.674  0.089
C9 -2.131 5.772 -5.637  -0.025
H8 -1.527 5.890 -3.579  0.109
H9 -4.040 -3.429 0.060  0.085
C10 3.415 -4.100 -0.273  -0.020
C11 0.524 2.132 4.999  -0.050
C12 -1.193 3.945 -6.891  -0.026
C13 0.315 4.169 1.996  -0.509
H10 3.082 -3.483 4.923  0.108
C14 2.865 -0.403 -2.738  -0.297
H11 1.924 3.062 1.070  0.055
H12 5.266 -0.727 5.154  0.088
N4 0.778 -1.993 -1.717  0.007
H13 -2.813 4.839 -8.705  0.089
H14 -2.381 -2.997 0.530  0.019
S2 2.441 0.757 2.642  0.708
H15 4.086 -5.873 0.724  0.103
H16 -5.595 -1.689 1.943  0.085
C15 2.290 -3.455 -0.749  -0.090
C16 4.021 0.159 -3.296  0.008
H17 2.583 1.647 -5.962  0.109
H18 4.961 -0.065 -2.814  0.116
H19 -3.611 -1.737 0.390  0.070
C17 -3.370 -1.532 -4.546  -0.059
S3 -2.716 3.335 -1.750  1.085
C18 -3.057 -3.333 -3.013  -0.006
C19 0.705 3.278 4.306  -0.044
Ti1 -0.073 -0.126 -1.883  0.981
C20 0.104 -3.150 -1.402  -0.275
H20 -3.533 -0.091 -0.968  0.103
C21 -1.549 2.143 -2.228  -0.712
C22 -3.817 -2.728 -3.981  -0.056
C23 -3.433 -2.773 0.689  -0.051
H21 4.620 -3.818 3.191  0.086
H22 -1.679 3.979 1.117  0.077
H23 -3.461 6.121 -7.834  0.090
H24 -4.152 -5.091 2.026  0.086
N5 -1.503 -0.899 4.026  0.007
H25 -4.692 2.280 -0.699  0.067
C24 2.109 -2.155 -1.437  -0.278
H26 0.576 -2.650 5.544  0.124
H27 -4.747 -3.177 -4.307  0.109
C25 3.939 0.903 -4.446  -0.042
O1 -0.088 4.620 -2.086  -0.340
C26 -2.206 -0.992 -4.062  -0.137
N6 0.795 0.678 -0.496  -0.401
H28 -2.759 6.653 -5.586  0.112
N7 3.073 -1.372 -1.775  0.188
C27 2.570 -2.586 4.638  -0.051
N8 -2.667 5.521 -7.980  0.099
H29 4.424 -0.443 1.511  0.028
H30 -2.513 -4.641 2.542  0.027
H31 3.920 -2.113 1.314  0.064
C28 5.296 -0.547 4.077  -0.041
H32 -0.133 -5.743 -0.094  0.119
H33 2.471 4.211 2.303  0.086
H34 0.597 0.789 -4.774  0.088
C29 -3.837 -2.968 2.152  -0.544
C30 0.851 -5.296 -0.131  -0.008
C31 1.753 4.052 1.497  -0.024
H35 5.185 -3.180 4.754  0.080
C32 4.635 -1.462 1.815  -0.059
H36 1.923 4.795 0.717  0.098
B1 -0.229 -0.256 4.611  -0.590
H37 -1.852 -0.036 -4.433  0.107
N9 -0.146 1.256 4.194  0.023
H38 6.183 -3.005 3.316  0.087
H39 0.133 6.294 1.875  0.092
C33 1.334 -2.175 4.948  -0.105
O2 -1.012 -0.837 -0.133  -0.661
C34 -2.714 -0.374 4.434  -0.086
C35 -3.695 -1.042 3.808  -0.051
C36 3.233 -5.344 0.320  -0.068
H40 4.830 1.327 -4.888  0.113
C37 -0.632 4.228 -4.572  -0.292
S4 0.256 3.694 -3.139  0.586
O3 1.631 3.511 -3.499  -0.278
H41 0.143 2.667 -5.823  0.094
N10 -0.353 2.227 -2.817  -0.140
H42 4.395 -3.650 -0.361  0.113
H43 6.340 -0.543 3.756  0.088
H44 -0.948 5.571 3.073  0.096
H45 -3.338 -4.271 -2.557  0.114
C38 2.696 1.083 -5.048  -0.066
N11 -1.455 -1.563 -3.104  0.057
H46 0.779 5.779 3.421  0.071
N12 1.647 -0.091 -3.244  0.033
C39 -0.364 1.853 3.021  -0.604
H47 0.838 1.852 5.988  0.131
H48 5.643 -1.732 1.490  0.088
N13 0.132 3.112 3.064  0.020
C40 1.593 0.602 -4.395  -0.150
H49 1.205 4.183 4.592  0.120
S5 -0.564 -2.903 2.420  0.688
H50 -0.349 -0.236 5.817  0.124
N14 3.116 -1.641 3.777  0.004
H51 -3.926 -1.022 -5.320  0.105
C41 1.969 -5.928 0.401  -0.063
S6 0.146 -0.177 0.661  0.577
C42 -1.847 -2.747 -2.601  -0.301
H52 1.862 -6.893 0.879  0.104
H53 -2.768 0.441 5.135  0.123
C43 -3.147 0.864 -1.292  -0.228
N15 -1.091 -3.496 -1.720  0.185
C44 1.041 -4.054 -0.699  -0.107
C45 -3.738 2.062 -1.146  -0.365
C46 -2.019 5.074 -6.839  -0.320
C47 -1.731 -1.919 3.155  -0.688
C48 -1.442 5.351 -4.512  -0.065
H54 -1.086 3.404 -7.824  0.111

Values from the calculation:
E_LUMO: -0.543 eV
net charge: 0
spin multiplicity: 1
total energy: -167957.3134 eV
energy above the lowest of the compared OMol25 structures with the same formula, charge and spin: 0.0 kJ/mol
HOMO: -6.45 eV

(3)
# C48H54BrN2O6P2STi

A molecular structure, C48H54BrN2O6P2STi (ωB97M-V/def2-TZVPD, the Open Molecules 2025 dataset).

Last column: natural (NBO) charge in e.
Positions of all 115 atoms, in Å:
Br1 1.746 3.573 -0.859  0.180
P1 2.135 -0.777 0.835  2.481
C1 -0.492 4.170 3.833  -0.208
C2 -0.579 2.902 1.784  0.105
C3 4.482 -0.973 -0.356  0.107
H1 3.292 -0.475 -2.087  0.236
C4 4.561 0.144 3.453  -0.626
H2 -5.456 -0.589 -1.347  0.210
C5 1.234 -0.479 -4.525  -0.234
C6 -3.650 -0.422 4.917  -0.215
H3 -1.066 -5.316 -3.204  0.231
H4 5.851 -1.733 1.131  0.215
H5 4.301 4.401 -5.008  0.226
C7 3.127 4.008 -3.244  -0.217
H6 3.447 4.905 -2.733  0.232
C8 -2.385 0.545 -3.319  -0.176
O1 -0.673 -1.129 -0.604  -1.112
H7 -5.521 -0.955 4.018  0.232
H8 1.615 -2.727 -2.670  0.225
H9 0.427 -1.531 2.286  0.295
H10 4.415 1.210 3.625  0.224
H11 4.519 0.053 0.024  0.191
H12 1.014 -1.430 -4.994  0.215
O2 3.347 -1.639 0.341  -0.836
H13 -3.993 -0.615 5.923  0.228
H14 5.649 -2.773 -0.286  0.222
H15 -0.026 4.387 4.783  0.222
C9 -1.418 2.917 -1.134  -0.438
C10 0.922 -1.978 1.419  -1.274
H16 2.748 -0.763 5.357  0.234
C11 -1.612 4.869 3.410  -0.187
H17 1.847 -4.466 -2.398  0.221
C12 -2.267 0.528 -1.924  -0.385
C13 -1.806 -3.210 3.379  -0.639
C14 -2.608 4.261 -2.791  -0.196
H18 -3.857 4.822 0.272  0.205
H19 -3.559 0.200 -5.070  0.217
H20 -0.232 -5.912 -1.766  0.219
C15 -1.667 3.630 1.300  0.029
H21 -5.560 -0.544 -3.790  0.220
C16 3.622 3.712 -4.527  -0.204
C17 3.264 2.545 -5.131  -0.171
H22 0.879 2.606 3.316  0.207
C18 2.293 -0.361 4.452  -0.628
C19 -1.630 3.347 -2.452  -0.209
H23 5.088 -0.275 4.309  0.229
H24 -0.756 -3.061 3.634  0.194
H25 -1.515 -5.801 2.501  0.236
C20 -2.166 4.613 2.172  -0.205
C21 -4.584 -0.272 -1.903  -0.198
H26 1.341 -0.871 4.299  0.208
C22 -2.342 0.021 4.703  -0.202
N1 -0.038 1.787 1.054  -0.908
O3 2.579 0.055 2.102  -0.843
H27 0.996 -3.897 -3.839  0.225
C23 2.370 1.646 -4.502  -0.073
H28 -4.293 5.372 -2.048  0.219
H29 -2.333 -2.259 3.462  0.247
S1 -4.873 -0.504 1.068  0.419
H30 -3.013 -3.986 1.785  0.204
C24 -1.958 -3.793 1.990  0.122
C25 -3.211 4.401 -0.484  -0.212
C26 2.066 0.412 -5.128  -0.174
H31 -1.805 -5.100 -1.619  0.219
H32 -2.985 5.239 1.857  0.218
N2 -2.428 0.316 1.002  -0.532
H33 1.412 -2.900 1.738  0.303
H34 -1.553 0.881 -3.925  0.207
C27 -3.536 0.162 -3.988  -0.207
H35 3.660 2.281 -6.103  0.218
H36 -1.684 0.166 5.548  0.221
C28 -1.878 0.285 3.431  -0.258
H37 2.520 0.193 -6.086  0.219
H38 -2.225 -3.901 4.110  0.231
C29 0.621 -0.139 -3.298  -0.161
H39 5.036 -0.439 -2.346  0.230
C30 -4.653 -0.251 -3.280  -0.213
H40 4.209 -1.994 -2.226  0.214
C31 -2.739 0.114 2.342  0.184
H41 -2.738 4.564 -3.821  0.217
C32 -3.434 0.028 0.234  0.152
H42 -0.601 0.967 1.308  0.422
H43 6.597 -1.288 -0.406  0.231
C33 4.227 -0.973 -1.845  -0.629
H44 -0.818 -2.967 -2.343  0.201
H45 -1.036 2.915 -3.251  0.217
Ti1 -0.409 1.092 -0.957  1.770
O4 -1.653 -2.735 1.017  -0.841
C34 3.226 -0.545 3.275  0.106
H46 2.098 0.699 4.614  0.220
C35 -4.042 -0.344 2.572  -0.245
O5 1.582 0.174 -0.157  -1.105
C36 -3.415 0.105 -1.229  -0.089
H47 -1.288 -5.464 0.784  0.229
C37 2.257 3.152 -2.631  -0.082
C38 -3.461 4.728 -1.801  -0.206
H48 -2.036 5.646 4.030  0.222
C39 -0.152 -3.775 -2.037  0.124
C40 -0.857 -5.108 -2.155  -0.632
P2 -0.377 -2.327 0.213  2.510
H49 -0.097 -4.910 1.965  0.204
O6 0.158 -3.554 -0.608  -0.844
C41 5.718 -1.740 0.051  -0.625
C42 0.016 3.187 3.010  -0.232
C43 -4.509 -0.611 3.855  -0.206
H50 0.929 1.626 1.307  0.418
C44 1.791 1.955 -3.239  -0.025
C45 1.160 -3.709 -2.777  -0.636
H51 -0.079 -0.853 -2.882  0.211
C46 -2.138 3.574 -0.116  -0.015
H52 5.185 0.018 2.570  0.218
C47 0.832 1.061 -2.659  -0.469
H53 3.376 -1.607 3.059  0.185
C48 -1.161 -5.060 1.783  -0.639
H54 -0.864 0.638 3.297  0.213

Values from the calculation:
E_LUMO: -2.228 eV
net charge: +1
spin multiplicity: 1
total energy: -188490.4378 eV
HOMO: -9.84 eV

no.,molar mass (g/mol),maximum force (eV/Å)
1,1165.31,0.8
2,1140.14,0.5
3,976.75,0.9